No. 1
A 3-piece molecular cluster, H4IO2 overall. Source: the Open Molecules 2025 dataset; level of theory: the ωB97M-V functional and the def2-TZVPD basis.

Geometry as XYZ:
```
7
Properties=species:S:1:pos:R:3:forces:R:3
I 2.1852 -0.4923 0.0395 -0.081 0.020 0.016
O -0.3485 1.5039 4.7035 -0.264 0.158 0.257
H -0.2438 1.0784 3.8525 0.086 -0.132 -0.360
H 0.4853 1.3565 5.1498 0.209 -0.043 0.034
O -0.5085 -1.3429 -4.8664 -0.015 -0.122 -0.329
H -0.1623 -1.0901 -4.0105 0.248 0.049 0.362
H -1.4073 -1.0136 -4.8684 -0.183 0.071 0.019
```
Positions in Å, forces in eV/Å.

Calculated values
Total charge ... -1
Highest occupied orbital energy ... -3.47 eV


No. 2
C21H24IrP as an isolated structure. Source: the Open Molecules 2025 dataset; level of theory: the ωB97M-V functional and the def2-TZVPD basis.

Geometry as XYZ:
```
47
Properties=species:S:1:pos:R:3:forces:R:3
Ir -1.1843 -1.0035 -0.2636 -0.458 0.306 0.658
C -2.0732 -1.8403 1.6395 0.057 0.055 -0.100
C -2.6755 -2.4969 0.5546 -0.101 0.050 -0.194
C -3.4072 -1.7246 -0.3932 -0.129 0.198 0.080
C -3.5466 -0.3416 -0.2175 0.452 -0.115 -0.058
C -2.9014 0.3218 0.8605 -0.008 0.029 -0.065
C -2.1720 -0.4215 1.7850 0.022 -0.131 0.021
H -1.5420 -2.4234 2.3751 0.045 0.017 -0.021
H -2.5968 -3.5699 0.4569 0.006 -0.009 -0.038
H -3.8578 -2.1841 -1.2631 -0.015 -0.139 0.104
H -4.1001 0.2407 -0.9425 -0.042 -0.033 0.016
H -2.9928 1.3937 0.9742 0.030 0.001 -0.028
H -1.6773 0.0713 2.6124 -0.022 -0.003 -0.026
C -0.8203 -1.9184 -2.1160 0.126 -0.019 0.125
C -0.3211 -0.5709 -2.3112 0.140 -0.344 -0.228
C -1.2383 0.5015 -2.4053 0.012 0.294 0.048
C -0.7835 1.8167 -2.5969 -0.313 -0.141 0.066
C 0.5561 2.0471 -2.7448 0.279 -0.040 -0.015
C 1.4894 0.9812 -2.7061 0.065 0.158 -0.017
C 1.0697 -0.2923 -2.4847 -0.018 0.092 0.025
H -0.1361 -2.7530 -2.1904 0.157 0.092 -0.001
H -1.7811 -2.1152 -2.5786 0.003 -0.152 0.021
H -2.2935 0.2849 -2.4896 -0.018 0.000 -0.019
H -1.4977 2.6240 -2.6883 0.010 -0.007 0.008
H 0.9149 3.0502 -2.9386 -0.015 -0.009 0.013
H 2.5354 1.1948 -2.8865 -0.022 -0.038 0.010
H 1.7542 -1.1271 -2.5157 0.020 0.017 -0.040
C 2.3850 -1.7352 0.0551 -0.128 -0.023 0.044
P 0.9421 -0.8853 0.7579 -0.243 -0.138 -0.161
C 0.9389 -1.6872 2.3950 -0.135 0.070 0.012
C 1.4008 0.8271 1.0995 0.003 0.042 -0.080
C 2.5766 1.0803 1.8126 -0.007 0.030 0.001
C 2.9276 2.3808 2.1383 -0.018 -0.024 -0.010
C 2.1111 3.4393 1.7583 -0.025 -0.032 -0.016
C 0.9483 3.1974 1.0401 0.034 -0.032 -0.009
C 0.5946 1.8966 0.7067 0.156 0.004 0.020
H 3.1299 -1.7931 0.8481 0.039 -0.050 -0.013
H 2.8210 -1.2029 -0.7756 0.071 0.105 -0.138
H 2.1164 -2.7498 -0.2430 0.005 0.028 -0.003
H 1.9334 -1.5687 2.8221 0.040 0.009 0.002
H 0.7420 -2.7549 2.2875 -0.009 0.023 0.035
H 0.2349 -1.2306 3.0910 0.020 -0.050 -0.078
H 3.2268 0.2711 2.1231 0.000 0.002 -0.002
H 3.8369 2.5670 2.6938 -0.005 0.002 -0.009
H 2.3839 4.4535 2.0185 0.004 -0.018 0.003
H 0.3196 4.0242 0.7351 0.006 -0.016 0.000
H -0.2909 1.7254 0.1102 -0.073 -0.061 0.056
```
Positions in Å, forces in eV/Å.

Calculated values
Total charge ... +2
Highest occupied orbital energy ... -15.29 eV


No. 3
A 2-piece molecular cluster, C4H4N2O overall. Source: the Open Molecules 2025 dataset; level of theory: the ωB97M-V functional and the def2-TZVPD basis.

Geometry as XYZ:
```
11
Properties=species:S:1:pos:R:3:forces:R:3
O -2.2346 0.8883 0.1626 0.581 -0.179 -0.078
C -1.0904 0.5688 0.0021 -0.440 0.093 0.073
C -0.2937 -0.5552 0.4264 0.515 -0.080 -0.114
C 0.8845 -0.9119 0.2626 -0.480 0.288 -0.017
N 1.7090 -0.1225 -0.4712 0.022 0.037 -0.025
C 1.0858 1.0188 -0.9522 -0.146 -0.003 0.052
N -0.1381 1.3425 -0.7557 0.261 -0.100 -0.028
H 2.6812 -0.3148 -0.6656 -0.151 0.046 0.018
H 1.7193 1.6760 -1.5445 -0.074 -0.079 0.072
H -1.9799 -1.7926 2.0429 -0.052 -0.019 -0.036
H -2.3761 -1.5562 1.4582 -0.035 -0.005 0.083
```
Positions in Å, forces in eV/Å.

Calculated values
Total charge ... 0
Highest occupied orbital energy ... -10.00 eV


Number 1: DFT total energy -12263.1118 eV, orbital gap 6.86 eV. Number 2: DFT total energy -34279.3654 eV, orbital gap 7.38 eV. Number 3: DFT total energy -9235.8432 eV, orbital gap 9.28 eV.